A structure of composition C13H30N6O9PtTi at a distorted geometry. Source: the OMol25 dataset; level of theory: the ωB97M-V functional and the def2-TZVPD basis.

CARTESIAN COORDINATES (ANGSTROEM)
Pt: -22.09041 25.64194 7.23389
Ti: -24.04910 23.83068 3.40998
C: -24.31162 24.71730 6.03265
O: -23.25487 24.99006 5.42252
O: -25.30471 24.29014 5.44046
O: -24.19930 24.89412 7.25262
O: -25.57585 25.39036 2.41713
C: -26.76484 25.63552 2.62866
N: -27.19061 25.89261 3.78319
C: -27.79397 25.36395 1.57995
H: -28.16179 25.89532 4.06049
H: -26.49029 25.79938 4.50497
H: -27.71095 26.09883 0.77922
H: -28.82517 25.30699 1.92848
H: -27.73004 24.37447 1.12726
O: -22.88057 27.67496 7.07292
C: -23.62268 28.53605 7.55749
N: -24.88847 28.20651 7.83023
C: -23.08441 29.86684 7.91196
H: -25.13842 27.25451 7.60366
H: -25.56203 28.95091 7.94102
H: -23.52909 30.74923 7.45180
H: -22.01270 30.02745 7.79476
H: -23.25115 29.82460 8.98830
O: -21.33726 23.64507 7.75256
C: -21.72153 22.68617 8.38300
N: -22.98304 22.42297 8.45704
C: -20.64949 21.74081 8.92275
H: -23.22160 22.05937 9.36862
H: -23.57815 23.09298 7.99118
H: -20.86932 21.45283 9.95079
H: -19.64620 22.16577 8.89232
H: -20.57745 20.89423 8.23995
O: -27.15157 20.33927 6.82645
C: -26.82646 21.53259 6.72683
N: -26.07645 21.77790 5.61605
C: -27.24113 22.65949 7.66318
H: -25.84957 21.09412 4.90820
H: -25.85711 22.75762 5.50590
H: -26.41069 23.31193 7.93297
H: -27.66998 22.41164 8.63414
H: -27.89469 23.28775 7.05800
O: -25.71671 28.69807 4.19968
C: -24.47301 28.60221 4.11512
N: -23.91592 27.41527 4.04287
C: -23.57701 29.76243 4.25401
H: -24.50111 26.59355 3.99338
H: -22.93415 27.25041 4.21336
H: -22.52274 29.49497 4.18276
H: -23.60842 30.08530 5.29461
H: -23.81974 30.55943 3.55117
O: -22.17217 26.14807 9.30725
C: -22.89921 25.98564 10.31903
N: -24.12108 25.60374 10.12178
C: -22.35617 26.36416 11.68199
H: -24.60357 24.98900 10.76161
H: -24.32635 25.51743 9.13664
H: -21.76074 27.27667 11.71201
H: -21.99234 25.38657 11.99829
H: -23.24318 26.55350 12.28654

- total energy (eV) = -67679.405
- spin multiplicity = 7
- molar mass (g mol⁻¹) = 657.4
- expectation value of S² = 12.013
- net charge = +2


A cluster of 5 separate species, C13H30NO10P in total at a distorted geometry. Source: the OMol25 dataset; level of theory: the ωB97M-V functional and the def2-TZVPD basis.

CARTESIAN COORDINATES (ANGSTROEM)
N: 2.81950 0.90883 1.88240
C: 1.92378 0.77666 0.72163
C: 1.02954 1.96454 0.60316
C: -0.26575 2.16802 0.86623
P: -1.49366 0.89746 1.12345
O: -0.93477 -0.41295 1.46686
O: -2.28990 0.98464 -0.23389
O: -2.56696 1.43680 2.16989
C: -0.48256 3.64790 0.88270
O: -1.27075 4.29906 1.48422
O: 0.58941 4.22534 0.20092
C: 1.46980 3.21238 -0.10915
O: 2.21670 3.24568 -1.03214
H: 2.28765 1.20949 2.69254
H: 3.48713 1.65460 1.71503
H: 2.54871 0.70710 -0.16625
H: 1.32805 -0.11850 0.85738
H: -1.69342 1.20362 -0.98931
H: -2.51949 0.84577 2.93095
C: 0.67357 1.21133 -4.20709
C: -0.39832 0.77294 -3.23578
O: -0.46742 1.65953 -2.09888
H: 1.64205 1.25046 -3.70856
H: 0.73783 0.51189 -5.04087
H: 0.45986 2.20458 -4.61020
H: -0.16531 -0.20159 -2.81390
H: -1.37479 0.72432 -3.72680
H: -0.66909 2.54781 -2.41438
C: -5.50464 2.82548 4.96639
C: -5.92968 1.39416 4.69733
O: -6.19634 1.16564 3.31828
H: -6.27812 3.51667 4.63119
H: -5.32495 2.98955 6.03009
H: -4.58625 3.06470 4.42454
H: -6.85484 1.15967 5.22263
H: -5.16127 0.69458 5.04823
H: -5.38862 1.35464 2.82978
C: 0.34001 -4.45000 -2.58488
C: 0.73812 -3.18885 -3.32649
O: 0.93926 -2.08925 -2.44687
H: -0.57022 -4.28208 -2.00845
H: 0.16852 -5.27409 -3.27909
H: 1.12980 -4.74715 -1.89105
H: -0.05214 -2.88086 -4.01252
H: 1.64676 -3.36621 -3.91131
H: 1.65136 -2.33353 -1.84589
C: 4.88182 -3.05277 0.55857
C: 3.63352 -3.30954 -0.26057
O: 3.85008 -3.10527 -1.65947
H: 5.23962 -2.03578 0.39766
H: 4.68266 -3.18936 1.62178
H: 5.67997 -3.74112 0.27059
H: 2.84351 -2.61321 0.02541
H: 3.26549 -4.32570 -0.08414
H: 4.53518 -3.71805 -1.94192

- molar mass (g mol⁻¹) = 391.4
- ΔE to the lowest compared entry with this formula, charge and spin (kcal/mol) = 0.00


A structure of composition C13H30O13Zr at a distorted geometry. Source: the OMol25 dataset; level of theory: the ωB97M-V functional and the def2-TZVPD basis.

CARTESIAN COORDINATES (ANGSTROEM)
Zr: 1.28037 0.23468 0.25134
C: 0.92412 -2.31721 2.49918
O: 0.51735 -1.18681 1.73562
H: 1.08154 -3.22232 1.91259
H: 1.73892 -2.03446 3.16572
H: 0.23915 -2.57463 3.30705
C: 2.99980 1.68280 2.89543
O: 2.72133 1.28083 1.58889
H: 3.30040 2.73049 2.90438
H: 2.14270 1.54270 3.55411
H: 3.87629 1.12730 3.22901
C: 4.06367 -1.70604 -0.89407
O: 2.96202 -0.92832 -0.55600
H: 4.02030 -2.75199 -0.59042
H: 4.10985 -1.79533 -1.97943
H: 5.02380 -1.33471 -0.53581
C: 1.11050 2.11976 -2.71029
O: 0.96647 1.53299 -1.48767
H: 1.08955 1.44233 -3.56396
H: 0.34180 2.86583 -2.91172
H: 2.05524 2.66332 -2.69985
C: -0.48189 -4.78380 -1.84716
O: 0.00481 -3.68926 -1.25051
C: 0.05643 -2.41311 -1.80302
O: 0.34535 -1.41861 -1.17653
O: -0.39984 -2.36537 -3.04652
C: -0.71530 -1.10772 -3.68429
H: -0.24259 -5.69928 -1.30610
H: -0.04487 -5.00354 -2.82123
H: -1.57114 -4.74327 -1.84655
H: -1.07755 -1.37031 -4.67823
H: 0.20267 -0.52591 -3.76750
H: -1.43691 -0.42820 -3.23083
C: 0.14726 4.43094 0.45626
O: -0.26853 4.02049 1.69208
C: -0.42318 2.65945 1.96394
O: -0.04143 1.75926 1.19025
O: -0.97769 2.63881 3.13894
C: -1.43608 1.41671 3.77054
H: -0.54174 4.01947 -0.28135
H: 1.16207 4.23079 0.11246
H: 0.01924 5.50079 0.29155
H: -2.30806 0.95358 3.30873
H: -1.60382 1.79561 4.77871
H: -0.59408 0.72682 3.71408
C: -2.98805 -2.06838 0.90953
O: -3.51245 -0.91405 0.24083
C: -2.73343 -0.00067 -0.20060
O: -1.55796 0.11553 -0.01634
O: -3.56759 0.98413 -0.68037
C: -2.95127 2.02480 -1.44808
H: -3.80035 -2.72962 1.21124
H: -2.52999 -1.75898 1.84897
H: -2.28949 -2.48462 0.18368
H: -2.49855 2.64446 -0.67402
H: -3.72043 2.53963 -2.02378
H: -2.18901 1.67206 -2.14280

- molar mass (g mol⁻¹) = 485.6
- ΔE to the lowest compared entry with this formula, charge and spin (kcal/mol) = 74.39